{
  "formula": "C4H8O3",
  "method": "wB97M-V/def2-TZVPD",
  "de_lowest_ev": 1.311,
  "smiles": "CCOC(=O)CO",
  "max_force_ev_per_a": 2.2,
  "e_lumo_ha": 0.031,
  "e_homo_ev": -10.577,
  "species": ["C", "C", "O", "C", "O", "C", "O", "H", "H", "H", "H", "H", "H", "H", "H"],
  "xyz": [[-2.409398, -0.050844, 0.366708], [-1.326446, -0.572312, -0.575320], [-0.135477, 0.281796, -0.656809], [0.981210, -0.136796, -0.047172], [1.078331, -1.177561, 0.563838], [2.157129, 0.843974, -0.183120], [3.270506, 0.384805, 0.525925], [-2.238761, -0.298736, 1.434209], [-2.403804, 1.012857, 0.227370], [-3.392619, -0.503110, 0.138994], [-1.633396, -0.592559, -1.634766], [-1.191549, -1.477448, -0.004405], [2.393822, 0.941085, -1.245702], [1.844554, 1.815409, 0.204800], [3.005891, -0.470560, 0.885443]],
  "forces_ev_per_a": [[-0.1, 0.6, 0.0], [-0.5, 0.1, 0.5], [-0.2, -0.3, 0.7], [0.0, -0.2, 0.2], [0.1, 0.5, -0.2], [-0.5, -0.3, 0.0], [0.0, 0.0, 0.0], [0.3, 0.2, -0.7], [-0.7, 0.7, 0.3], [0.5, 0.4, -0.3], [-0.1, -0.6, 0.7], [1.4, -1.0, -1.3], [-0.1, 0.1, -0.1], [-0.1, 0.1, -0.1], [0.1, -0.2, 0.2]]
}